# 1
Formula: C20H56O8
Source: OMol25
Level of theory: the ωB97M-V functional and the def2-TZVPD basis

Properties
**SMILES**: CC(C)O.CC(C)O.CC(C)O.CC(C)O.CC(C)O.CC(C)O.CO.CO
**E_HOMO**: -9.18 eV
**Lowest unoccupied orbital energy**: 0.360 eV
**2S+1**: 1

Geometry as XYZ:
```
84
Properties=species:S:1:pos:R:3:forces:R:3:lowdin_charge:R:1
O 2.2051 1.1436 0.8824 -4.4 -7.0 -7.6 0.03
O 0.1613 -0.1013 2.2361 0.3 -1.8 1.9 -0.15
O 4.6594 -1.2483 4.1240 4.9 -2.8 -9.4 0.05
O -0.0462 1.9188 -1.2589 -1.8 -7.1 0.4 -0.06
O 0.9311 -2.8353 1.7627 0.2 1.6 1.4 -0.13
O -4.5862 -4.4079 -0.8904 -5.1 -4.2 4.8 0.02
O -2.2192 1.8560 -3.2547 6.5 5.2 -2.4 -0.01
O 1.2572 -0.2386 -2.0192 11.2 5.7 3.7 0.01
C 0.2075 -3.7054 2.5870 0.0 -2.6 -0.2 -0.19
C 1.5494 2.7848 2.3266 -1.0 -2.4 0.5 0.00
C 4.0381 0.7634 5.1858 0.2 1.0 -0.8 -0.03
C 3.9270 -0.7539 4.9890 -5.2 3.5 6.7 -0.64
C 2.5254 -1.1321 4.5857 -1.7 0.6 1.5 -0.03
C -3.3047 1.0703 -1.4540 -0.8 -1.1 1.1 -0.03
C 1.0756 3.3713 -2.7715 -2.2 0.8 0.5 -0.01
C -2.9469 -4.5587 -2.4128 1.4 0.3 -1.6 -0.05
C -3.1733 1.0800 -2.9514 -5.3 -1.0 0.9 -0.60
C -3.7149 -3.6580 -1.4124 4.6 3.4 -4.9 -0.64
C -0.0109 -0.5627 -4.0020 -0.2 2.2 2.1 0.03
C 2.6651 2.0051 1.6287 3.0 8.2 6.2 -0.64
C 0.2969 -2.1117 -2.0155 -0.4 -3.6 0.9 -0.04
C -0.9647 -0.1316 1.4088 0.0 0.6 -0.2 -0.13
C -4.4606 1.5648 -3.7018 0.1 0.1 2.1 -0.02
C 3.5849 3.0543 1.0238 -0.1 -0.4 -1.2 -0.02
C 0.2197 -0.6970 -2.4802 -8.8 -5.0 -3.1 -0.66
C -0.6757 3.9856 -1.0034 0.7 0.2 -1.0 -0.01
C -2.7760 -2.8923 -0.5203 -0.4 -0.3 1.2 -0.06
C 0.5102 3.0621 -1.3875 1.2 5.2 0.8 -0.59
H 4.4410 2.6417 0.5319 0.5 -0.6 -0.7 0.08
H -2.3297 0.9488 -0.9604 -0.1 0.5 -0.3 0.06
H 0.3489 -4.7320 2.2281 0.7 0.0 0.1 0.08
H 0.6559 -1.2582 -4.3771 1.0 -1.4 -1.8 0.06
H 0.2705 0.4722 -4.2437 0.1 -0.3 -0.2 0.09
H -4.4573 1.2664 -4.6986 0.1 -0.7 -1.8 0.05
H -2.2196 -4.0060 -3.1036 -1.1 -0.6 0.8 0.08
H -4.1425 -4.9113 -0.1930 -0.5 -0.3 0.0 0.13
H 1.3947 4.4156 -2.7306 0.4 -0.2 -0.5 0.09
H -0.4674 -2.8358 -2.3274 0.0 0.3 0.0 0.07
H 0.1912 3.2683 -3.4199 0.4 0.3 -0.3 0.08
H 0.1872 -3.8151 3.7062 1.0 1.2 -0.8 0.10
H -1.3644 3.9573 -1.8520 -0.1 0.1 0.1 0.08
H 1.6960 -0.7816 5.2496 0.9 -0.2 -0.2 0.11
H 0.9098 0.3633 1.8737 0.2 0.3 -0.9 0.02
H 3.8740 1.3438 4.2596 -0.6 -0.5 0.2 0.06
H 0.6836 3.1149 1.7448 0.6 0.1 -0.4 0.09
H -4.2453 -2.8658 -1.9619 0.0 -0.2 -0.3 0.14
H -1.0918 0.9171 1.1832 -1.0 0.2 -0.8 0.07
H -5.2891 1.1050 -3.2006 -0.9 -0.2 0.1 0.06
H -1.0673 -0.6256 -4.2516 0.2 -0.6 -0.1 0.08
H 2.2288 -0.7772 3.6067 0.5 0.2 -0.4 0.06
H -3.7893 0.1365 -1.1877 -0.7 0.0 0.5 0.07
H -1.8918 -3.4215 -0.1954 0.1 -0.7 0.3 0.07
H 5.0672 0.9598 5.3000 1.6 0.3 0.6 0.05
H 5.5142 -1.4715 4.4019 1.7 -0.3 0.5 0.10
H 3.0626 3.7107 0.3294 -0.1 -0.1 -0.1 0.08
H -0.5816 -0.2118 -1.9989 -2.0 0.5 0.5 0.10
H -1.8168 -0.5098 2.0155 0.6 0.1 -0.6 0.11
H 0.5424 -1.9532 2.0107 1.0 -0.4 -0.5 0.04
H 1.2641 -2.5511 -2.3230 -0.3 0.2 -0.6 0.10
H 1.6161 -0.8102 -1.3241 0.1 0.4 -0.4 0.12
H 2.4903 -2.1869 4.5637 -0.3 -1.3 -0.2 0.06
H 0.4254 -2.2728 -0.8882 -0.7 0.8 -1.0 0.10
H 3.5467 1.2983 6.0081 -0.3 -0.7 -0.1 0.09
H -0.7715 -3.6034 2.2781 -2.8 0.5 -0.1 0.03
H -2.3019 -5.2566 -1.8548 -0.2 0.1 0.1 0.07
H -3.3125 -2.5052 0.3716 0.3 0.0 -0.6 0.10
H 4.0317 3.6710 1.7437 0.3 0.9 1.4 0.06
H -4.6120 2.6463 -3.7138 0.3 0.0 0.4 0.08
H -3.6224 -5.2138 -3.0291 0.4 1.0 0.6 0.09
H 1.3168 3.1014 -0.6601 0.4 0.8 0.3 0.10
H -0.7780 -0.7180 0.4840 -0.4 0.2 0.4 0.08
H 1.7837 2.6599 -3.1119 1.0 -0.4 -0.1 0.07
H -2.9645 0.1480 -3.4111 0.0 -1.9 0.2 0.11
H 2.0050 3.5387 2.8727 0.5 1.8 0.9 0.06
H -0.3285 4.9778 -0.9382 0.2 1.5 0.2 0.06
H -3.8514 1.9571 -1.0313 0.5 -0.8 -0.5 0.11
H -2.3852 -2.1187 -1.1208 0.4 1.4 -0.4 0.04
H 0.6604 1.2463 -1.1955 -0.6 -0.1 -0.3 0.08
H 4.3649 -1.2365 5.8705 -1.7 0.3 1.6 0.15
H 1.1308 2.0850 3.0622 -0.2 0.3 0.1 0.08
H 3.1992 1.4459 2.3664 1.0 0.4 1.5 0.12
H -1.8463 2.3325 -2.5034 0.1 -0.4 -0.2 0.05
H 2.9205 0.5711 0.6442 0.3 -1.0 -0.7 0.14
H -1.2300 3.7236 -0.1032 0.4 -0.3 0.0 0.08
```
Forces are in eV/Å.



# 2
Formula: CH3NO2S
Source: OMol25
Level of theory: the ωB97M-V functional and the def2-TZVPD basis

Properties
**SMILES**: CO[N+]([O-])=S
**E_HOMO**: -9.55 eV
**Lowest unoccupied orbital energy**: -0.776 eV
**2S+1**: 1

Geometry as XYZ:
```
8
Properties=species:S:1:pos:R:3:forces:R:3:lowdin_charge:R:1
S 0.0751 -1.5720 2.3683 0.1 -0.4 -0.6 0.72
O 0.5529 0.7258 1.4318 0.4 -0.4 -0.4 -0.02
O -0.2966 -0.6624 -0.0822 0.4 -1.5 1.4 -0.17
N 0.2177 -0.4179 1.2411 -1.0 1.8 -0.8 -0.76
C -0.1019 0.3733 -1.0724 -2.2 -4.0 -0.7 -0.03
H -0.7383 1.1223 -0.8166 -1.4 2.7 0.6 0.05
H -0.6072 -0.1728 -1.9655 1.5 1.1 1.2 0.14
H 0.8982 0.6037 -1.1044 2.2 0.8 -0.7 0.06
```
Forces are in eV/Å.



# 3
Formula: C40H26F9MoN3O2PS
Source: OMol25
Level of theory: the ωB97M-V functional and the def2-TZVPD basis

Properties
**E_HOMO (alpha / beta)**: -16.49 / -16.49 eV
**Total charge**: +3
**Lowest unoccupied orbital energy (alpha / beta)**: -11.728 / -11.729 eV
**2S+1**: 1

Geometry as XYZ:
```
83
Properties=species:S:1:pos:R:3:forces:R:3:lowdin_charge:R:1
Mo -0.2959 -1.3721 0.4299 -2.1 0.3 1.3 1.61
S -0.7844 -1.4259 2.7815 0.7 -0.1 -1.2 0.83
P 0.4264 1.0508 -0.2820 0.1 1.0 -0.1 1.12
F 6.5729 0.3489 -2.8225 0.0 0.1 0.0 0.16
F 0.7287 5.2359 5.0264 0.0 0.0 0.0 0.18
F 6.8235 2.2510 -1.8086 0.0 0.0 -0.1 0.17
F 1.8826 3.5742 5.8086 -0.1 0.0 0.0 0.17
F -3.6995 5.1572 -3.5944 0.0 0.0 -0.1 0.17
F -3.8989 3.3646 -4.7987 0.1 0.1 0.0 0.17
F -0.2862 3.4869 5.8149 0.1 0.1 0.0 0.17
F 5.9601 2.1866 -3.7963 0.0 0.0 0.1 0.19
F -2.2413 4.7212 -5.1421 -0.1 0.0 0.0 0.18
O -1.7871 -2.2990 -0.0309 -1.3 -0.3 -0.7 -0.26
O 1.4510 -1.3630 0.6090 2.4 0.2 0.9 -0.36
N 0.3080 -3.2763 -0.4796 0.2 1.3 0.5 -0.07
N -2.1057 -0.1672 1.0003 0.1 0.1 0.4 -0.14
N -0.7121 -4.1220 -0.7033 -0.6 -0.7 -0.3 0.12
C -1.1164 2.6422 -3.6658 0.0 0.1 0.0 0.04
C 2.5719 0.2088 -1.8809 -0.1 0.1 0.0 -0.10
C -1.8527 -3.6146 -0.3703 1.1 -1.1 -0.4 -0.30
C 5.0415 -1.9518 0.6901 0.0 -0.1 -0.1 0.02
C -2.1901 3.3951 -3.2079 0.0 0.0 0.0 -0.06
C -4.2123 -3.7372 0.2775 0.2 0.0 -0.1 0.00
C 1.5114 -3.7060 -0.7696 -0.2 -0.1 0.1 0.05
C 3.9638 -3.6313 -0.6612 0.0 -0.1 -0.1 0.04
C -1.7729 2.6725 -0.9602 -0.1 -0.1 -0.1 -0.12
C 3.8442 0.3412 -2.4072 0.0 -0.1 -0.1 0.02
C 2.8952 2.2396 -0.6006 -0.1 0.0 0.1 -0.03
C 1.2881 1.3662 2.3739 -0.1 0.1 0.0 -0.10
C -3.0561 -4.3667 -0.2201 -0.6 0.2 0.1 -0.15
C 5.1165 -3.0730 -0.1391 0.0 0.0 0.0 0.01
C -5.3306 -5.8562 0.2875 0.0 0.1 0.0 0.00
C 0.7889 3.9114 5.1242 -0.1 0.0 0.1 -0.59
C 2.0992 1.1543 -0.9696 -0.2 -0.4 0.0 -0.35
C -4.3534 0.5921 1.0617 0.0 0.0 0.2 0.00
C -0.6624 1.9475 -1.4040 0.0 -0.3 0.1 -0.33
C -3.0588 -5.7503 -0.4740 0.2 0.2 -0.1 0.01
C 4.1649 2.3730 -1.1390 0.0 -0.1 -0.1 0.05
C 4.6378 1.4146 -2.0264 0.0 0.1 0.1 -0.07
C -0.0476 3.1703 1.5056 -0.1 0.1 -0.1 -0.05
C -0.3483 1.9243 -2.7677 0.1 0.0 0.0 -0.04
C 3.8241 -1.3503 0.9602 -0.3 0.3 0.2 0.04
C -2.2109 -0.5179 2.2891 -0.1 0.1 0.1 -0.68
C -4.4188 0.3210 2.4265 0.1 0.0 -0.1 0.02
C 0.5205 1.9041 1.3330 0.0 -0.2 -0.2 -0.34
C 1.4095 2.0325 3.5782 0.0 -0.1 0.0 0.03
C -3.1869 0.3219 0.3753 0.0 -0.1 -0.3 -0.11
C -3.0200 4.1841 -4.2035 -0.1 0.0 0.0 -0.59
C -2.5256 3.4046 -1.8606 0.0 0.0 0.0 0.04
C 0.0670 3.8330 2.7173 0.0 0.0 0.0 0.04
C 0.7673 3.2501 3.7601 0.0 0.0 0.0 -0.07
C 2.6713 -1.8875 0.4060 0.7 -0.7 -0.3 -0.26
C 2.7192 -3.0569 -0.3876 0.0 0.4 0.2 -0.12
C 6.0259 1.5572 -2.6219 0.0 0.0 0.0 -0.59
C -5.3395 -4.4846 0.5346 -0.1 -0.1 0.0 -0.04
C -4.1938 -6.4851 -0.2173 -0.1 0.0 0.0 -0.02
C -3.3351 -0.2810 3.0531 0.1 0.0 0.1 -0.02
H -3.3708 -0.5738 4.0941 0.0 0.0 0.0 0.14
H 4.0183 -4.5268 -1.2681 0.0 0.0 0.0 0.14
H 5.9433 -1.5507 1.1330 0.0 0.0 0.0 0.14
H -4.2091 -7.5478 -0.4141 0.0 0.0 0.0 0.13
H -0.5473 3.6725 0.6907 0.1 0.0 0.2 0.10
H 3.7762 -0.4743 1.5945 0.0 0.0 0.0 0.13
H -0.8715 2.6403 -4.7198 0.0 0.0 0.0 0.15
H -5.3144 0.5438 2.9916 0.0 0.0 0.0 0.14
H 6.0766 -3.5237 -0.3512 0.0 0.0 0.0 0.14
H -5.2029 1.0065 0.5372 0.0 0.0 0.0 0.13
H -2.0468 2.6858 0.0840 -0.1 0.0 -0.1 0.09
H 2.0011 1.6067 4.3780 0.0 0.0 0.0 0.14
H -6.2216 -6.4364 0.4879 0.0 0.0 0.0 0.13
H -6.2333 -4.0146 0.9205 0.0 0.0 0.0 0.12
H -0.3877 4.8069 2.8436 0.0 0.0 0.0 0.15
H 0.5074 1.3681 -3.1288 0.0 0.1 0.0 0.11
H -3.3619 3.9972 -1.5140 0.0 0.0 0.0 0.14
H 2.5346 2.9792 0.1010 0.0 0.0 0.0 0.12
H 4.7862 3.2152 -0.8658 0.0 0.0 0.0 0.14
H 1.9449 -0.6217 -2.1909 0.0 0.0 0.0 0.11
H -2.1671 -6.2167 -0.8693 0.0 -0.1 0.0 0.13
H 1.8244 0.4437 2.2538 0.0 -0.3 0.0 0.07
H -3.1127 0.4845 -0.6912 0.1 0.0 0.0 0.13
H 1.5804 -4.6781 -1.2496 -0.1 0.0 0.0 0.17
H 4.2270 -0.3799 -3.1178 0.0 0.0 0.0 0.14
H -4.2110 -2.6688 0.4592 0.0 0.0 0.0 0.11
```
Forces are in eV/Å.



# 4
Formula: C4H8N2O
Source: OMol25
Level of theory: the ωB97M-V functional and the def2-TZVPD basis

Properties
**SMILES**: O=C1NCCCN1
**E_HOMO**: -9.60 eV
**Lowest unoccupied orbital energy**: 0.762 eV
**2S+1**: 1

Geometry as XYZ:
```
15
Properties=species:S:1:pos:R:3:forces:R:3:lowdin_charge:R:1
O 2.8223 -0.5159 -0.0692 -0.5 0.1 0.1 0.05
N 0.6985 -1.2993 0.0547 0.1 0.2 0.1 0.06
N 1.1464 1.0751 0.0023 -0.5 -1.5 0.7 0.06
C -0.6977 -1.0490 -0.2741 -0.1 -0.2 0.7 -0.20
C -1.1974 0.1422 0.5323 0.2 0.0 -0.1 -0.18
C 1.6315 -0.2869 0.0294 0.1 0.7 -0.6 -0.54
C -0.3217 1.3603 0.2100 0.5 0.1 -0.8 -0.18
H -1.2672 -1.9457 -0.0363 0.0 0.0 0.1 0.12
H -1.2007 -0.1019 1.6025 0.2 0.1 -0.2 0.11
H 1.4940 1.4296 -0.8862 0.0 0.3 0.5 0.12
H -2.2381 0.3687 0.2501 0.3 0.0 0.1 0.12
H -0.8504 -0.8773 -1.3299 0.1 0.2 -0.6 0.11
H -0.5353 2.1897 0.9224 0.6 -0.6 -0.4 0.12
H -0.5847 1.6999 -0.7867 -0.7 0.4 0.0 0.10
H 1.1006 -2.1894 -0.2215 -0.1 0.3 0.3 0.14
```
Forces are in eV/Å.



# 5
Formula: C7H18P
Source: OMol25
Level of theory: the ωB97M-V functional and the def2-TZVPD basis

Properties
**E_HOMO (alpha / beta)**: -12.43 / -12.43 eV
**Total charge**: +1
**Lowest unoccupied orbital energy (alpha / beta)**: -3.840 / -3.840 eV
**2S+1**: 1

Geometry as XYZ:
```
26
Properties=species:S:1:pos:R:3:forces:R:3:lowdin_charge:R:1
P 0.5412 0.9108 -0.9735 -0.9 0.2 -0.8 0.79
C -0.5596 -1.2927 1.4611 -1.4 1.0 -2.1 -0.16
C -2.0694 -1.1028 1.5680 0.4 3.4 0.3 -0.09
C -0.4425 2.1275 0.0271 -0.2 0.9 -1.6 -0.19
C 2.1203 0.8737 -0.1438 2.8 -1.1 -1.1 -0.21
C -0.0576 -2.6738 1.3817 -2.8 -0.4 1.0 -0.11
C -0.1014 -0.7379 -0.8797 -4.7 2.4 1.7 -0.18
C 0.6819 1.5995 -2.7201 0.1 1.5 0.1 -0.18
H 0.6184 -1.4356 -0.8931 2.5 -2.5 -0.5 -0.04
H -0.6198 -3.2194 0.5836 0.9 0.3 0.5 0.11
H -2.6360 -1.9204 1.8908 -0.4 -1.7 0.4 0.06
H -2.3126 -0.2599 2.2963 0.5 -1.0 -0.6 0.10
H -0.4422 -3.1585 2.3506 1.0 0.4 -1.0 0.14
H -1.3585 2.5237 -0.5892 1.3 -1.2 1.7 0.10
H 0.1609 3.0425 0.2074 0.0 -0.5 -0.4 0.06
H 2.5271 -0.1757 -0.0030 -0.9 1.0 -0.1 0.08
H 3.0005 1.3298 -0.7483 -1.8 -0.2 1.1 0.10
H -0.0944 2.4445 -2.8346 1.2 -1.3 0.2 0.07
H 0.0230 -0.5390 2.0043 0.0 -0.4 -0.4 0.10
H -0.5481 1.6832 1.0285 -0.8 0.1 -0.5 0.04
H 2.0004 1.3176 0.8308 0.3 0.3 0.3 0.04
H 0.5582 0.8978 -3.5689 -0.1 0.0 0.9 0.06
H 0.9838 -2.6056 1.3173 1.6 -0.9 -0.2 0.06
H 1.7050 2.0706 -2.8633 -1.2 -0.5 0.4 0.07
H -2.5513 -0.7168 0.6593 0.4 -0.4 0.0 0.08
H -1.1269 -0.9829 -1.3894 2.2 0.5 1.0 0.09
```
Forces are in eV/Å.



# 6
Formula: H10O5
Source: OMol25
Level of theory: the ωB97M-V functional and the def2-TZVPD basis

Properties
**SMILES**: O.O.O.O.O
**E_HOMO**: -11.52 eV
**Lowest unoccupied orbital energy**: 0.665 eV
**2S+1**: 1

Geometry as XYZ:
```
15
Properties=species:S:1:pos:R:3:forces:R:3:lowdin_charge:R:1
O 1.1336 1.0642 -1.5808 1.6 -0.7 1.8 -0.08
O -0.6710 2.1433 0.0264 0.8 -0.1 0.2 -0.05
O -0.0443 -2.0672 1.0020 -0.1 0.2 0.2 -0.05
O -0.3615 0.5496 2.2476 0.3 -0.9 0.4 -0.07
O -0.2031 -1.4012 -1.8835 -0.3 0.3 0.3 -0.06
H 0.4924 -2.8522 1.1246 0.1 -0.1 0.0 0.05
H -0.3474 1.2627 0.2628 -0.7 -0.4 0.2 0.01
H -0.0431 -1.8853 0.0505 0.0 -0.1 -0.2 0.01
H -0.2455 2.5842 0.7761 -0.4 0.5 -0.1 0.07
H 0.5036 1.6725 -1.1481 -0.6 0.2 -1.5 0.01
H -0.2107 0.5534 3.1992 -0.1 0.4 0.0 0.05
H -1.1438 -1.3268 -2.0994 0.2 -0.1 0.0 0.06
H 0.0614 -0.4947 -1.6241 0.0 -0.3 -0.1 0.00
H -0.1603 -0.3869 2.0380 -0.2 0.2 -0.3 0.02
H 1.2395 0.5845 -2.3915 -0.8 0.8 -0.8 0.04
```
Forces are in eV/Å.



In the order shown, the computed relative energy (zero: lowest compared OMol25 entry of this formula, charge and spin) values come out to 176.9 90.9 36.7 15.3 75.6 28.1 kcal per mole.
In the order shown, the computed strongest force on any atom values come out to 13.12 4.63 2.56 1.77 5.50 2.48 eV Å⁻¹.